Record 1
Molecular formula: C18H54O10
Method: DFT, wB97M-V/def2-TZVPD

Structure (ORCA input):
```
! wB97M-V def2-TZVPD RIJCOSX def2/J DEFGRID3
* xyz 0 1
C 1.792 7.951 0.328
C 2.519 9.122 -0.283
O 3.798 9.334 0.204
H 1.717 8.113 1.403
H 2.203 6.955 0.164
H 0.787 7.875 -0.088
H 1.955 10.037 -0.105
H 2.607 8.945 -1.356
H 4.012 10.246 -0.008
C -3.895 -7.962 3.985
C -3.722 -6.452 4.303
O -4.828 -5.769 3.907
H -3.880 -8.122 2.907
H -4.885 -8.267 4.324
H -3.135 -8.533 4.518
H -2.810 -6.076 3.840
H -3.568 -6.345 5.376
H -4.627 -4.836 4.010
C -1.092 5.522 -5.138
C -0.276 4.265 -5.088
O 0.739 4.254 -4.069
H -1.862 5.311 -5.880
H -0.440 6.331 -5.467
H -1.498 5.682 -4.139
H 0.272 4.248 -6.030
H -0.889 3.368 -5.006
H 1.603 4.088 -4.451
C -5.659 1.309 -4.240
C -6.892 0.404 -3.890
O -7.536 -0.039 -5.100
H -4.875 0.735 -4.734
H -5.297 1.792 -3.332
H -5.909 2.078 -4.970
H -7.567 0.948 -3.230
H -6.507 -0.417 -3.284
H -7.777 0.757 -5.579
C 1.017 -2.127 -6.299
C 2.088 -1.104 -6.242
O 3.350 -1.668 -6.458
H 1.023 -2.779 -5.425
H 1.081 -2.705 -7.220
H 0.017 -1.693 -6.312
H 2.106 -0.567 -5.294
H 1.951 -0.334 -7.001
H 3.639 -1.991 -5.602
C 7.101 -4.971 -0.385
C 6.274 -4.636 -1.697
O 6.017 -3.289 -1.801
H 7.401 -6.018 -0.359
H 6.529 -4.766 0.521
H 7.983 -4.352 -0.546
H 5.346 -5.199 -1.793
H 6.948 -4.796 -2.538
H 5.404 -3.063 -1.098
C -6.457 -1.164 6.591
C -5.491 -0.252 5.826
O -4.521 -0.898 5.086
H -7.108 -1.730 5.924
H -7.128 -0.676 7.298
H -5.994 -1.988 7.134
H -5.020 0.519 6.435
H -6.121 0.272 5.108
H -3.811 -0.303 4.833
C 5.522 0.535 4.498
C 5.026 -0.337 5.621
O 3.876 -1.000 5.170
H 5.613 0.014 3.545
H 6.437 1.038 4.812
H 4.791 1.339 4.424
H 4.767 0.218 6.523
H 5.836 -1.005 5.912
H 3.600 -1.628 5.841
C 0.286 0.383 1.047
C 0.480 -0.986 0.466
O 1.836 -1.393 0.906
O 0.125 0.433 2.486
H -0.587 0.735 0.498
H 1.132 1.008 0.763
H 0.487 -0.947 -0.623
H -0.184 -1.751 0.868
H 1.884 -1.224 1.850
H 0.870 -0.002 2.908
*
```

Properties
SMILES string: OCCO.CCO.CCO.CCO.CCO.CCO.CCO.CCO.CCO
HOMO energy: -10.056 eV
Largest force on an atom: 2.95 eV/A
LUMO level: 0.23 eV

Here is what Löwdin gives for the atomic charges, in e: atom 1 (C): -0.0882, atom 2 (C): -0.3668, atom 3 (O): -0.0672, atom 4 (H): 0.0740, atom 5 (H): 0.0737, atom 6 (H): 0.0731, atom 7 (H): 0.1108, atom 8 (H): 0.1066, atom 9 (H): 0.0841, atom 10 (C): -0.0744, atom 11 (C): -0.3776, atom 12 (O): -0.0556, atom 13 (H): 0.0687, atom 14 (H): 0.0695, atom 15 (H): 0.0686, atom 16 (H): 0.1061, atom 17 (H): 0.1031, atom 18 (H): 0.0908, atom 19 (C): -0.0940, atom 20 (C): -0.3361, atom 21 (O): -0.0874, atom 22 (H): 0.0768, atom 23 (H): 0.0772, atom 24 (H): 0.0774, atom 25 (H): 0.1057, atom 26 (H): 0.1062, atom 27 (H): 0.0742, atom 28 (C): -0.0916, atom 29 (C): -0.2920, atom 30 (O): -0.0861, atom 31 (H): 0.0671, atom 32 (H): 0.0660, atom 33 (H): 0.0610, atom 34 (H): 0.0985, atom 35 (H): 0.1049, atom 36 (H): 0.0722, atom 37 (C): -0.1006, atom 38 (C): -0.3639, atom 39 (O): -0.0673, atom 40 (H): 0.0747, atom 41 (H): 0.0800, atom 42 (H): 0.0721, atom 43 (H): 0.1099, atom 44 (H): 0.1114, atom 45 (H): 0.0838, atom 46 (C): -0.0701, atom 47 (C): -0.3437, atom 48 (O): -0.0774, atom 49 (H): 0.0614, atom 50 (H): 0.0635, atom 51 (H): 0.0685, atom 52 (H): 0.1046, atom 53 (H): 0.1080, atom 54 (H): 0.0852, atom 55 (C): -0.0825, atom 56 (C): -0.3514, atom 57 (O): -0.0700, atom 58 (H): 0.0677, atom 59 (H): 0.0716, atom 60 (H): 0.0671, atom 61 (H): 0.1090, atom 62 (H): 0.1019, atom 63 (H): 0.0874, atom 64 (C): -0.0883, atom 65 (C): -0.3570, atom 66 (O): -0.0786, atom 67 (H): 0.0806, atom 68 (H): 0.0758, atom 69 (H): 0.0726, atom 70 (H): 0.1100, atom 71 (H): 0.1055, atom 72 (H): 0.0823, atom 73 (C): -0.2447, atom 74 (C): -0.1941, atom 75 (O): -0.1004, atom 76 (O): -0.0580, atom 77 (H): 0.1180, atom 78 (H): 0.1228, atom 79 (H): 0.1207, atom 80 (H): 0.1193, atom 81 (H): 0.0495, atom 82 (H): 0.0646

Record 2
Molecular formula: C18H54O18
Method: DFT, wB97M-V/def2-TZVPD

Structure (ORCA input):
```
! wB97M-V def2-TZVPD RIJCOSX def2/J DEFGRID3
* xyz 0 1
C 3.684 2.420 -1.020
C 2.907 3.748 -0.775
O 2.346 4.117 -2.050
O 4.872 2.723 -1.711
H 3.213 1.547 -1.472
H 4.152 2.083 -0.095
H 3.518 4.519 -0.306
H 2.106 3.534 -0.067
H 1.960 4.985 -1.917
H 4.626 2.861 -2.629
C 0.851 -1.433 0.076
C -0.360 -0.668 0.561
O -0.698 -1.073 1.854
O 1.172 -1.145 -1.237
H 0.678 -2.503 0.188
H 1.758 -1.173 0.622
H -1.234 -0.743 -0.086
H -0.207 0.409 0.507
H -1.325 -0.385 2.088
H 1.272 -0.191 -1.279
C 0.230 4.927 1.959
C 0.303 3.372 2.166
O -0.727 2.854 3.003
O -0.916 5.413 1.335
H 1.078 5.300 1.383
H 0.322 5.512 2.874
H 1.295 3.134 2.550
H 0.089 2.946 1.186
H -1.009 3.640 3.478
H -0.855 6.370 1.292
C -4.764 1.002 2.970
C -3.921 0.816 1.745
O -2.564 0.796 2.196
O -4.512 2.226 3.729
H -4.717 0.126 3.617
H -5.810 1.017 2.665
H -4.155 1.594 1.019
H -4.151 -0.129 1.252
H -2.248 1.662 2.465
H -4.961 2.169 4.576
C 3.298 0.245 -4.153
C 3.863 1.332 -5.075
O 4.784 2.162 -4.394
O 4.360 -0.608 -3.694
H 2.557 -0.284 -4.752
H 2.832 0.855 -3.379
H 2.986 1.917 -5.353
H 4.295 0.971 -6.008
H 5.652 2.046 -4.790
H 5.003 -0.028 -3.279
C 1.790 -4.502 -1.789
C 2.229 -5.433 -0.714
O 2.736 -4.773 0.476
O 2.598 -3.348 -1.892
H 0.764 -4.155 -1.667
H 1.925 -4.966 -2.767
H 3.162 -5.843 -1.100
H 1.573 -6.287 -0.543
H 3.395 -4.151 0.161
H 2.010 -2.590 -1.917
C -2.324 -2.383 4.381
C -2.532 -3.048 5.766
O -1.910 -2.394 6.869
O -0.987 -2.686 4.050
H -2.443 -1.299 4.377
H -3.012 -2.778 3.634
H -2.513 -4.137 5.791
H -3.510 -2.795 6.177
H -1.081 -2.852 7.022
H -0.803 -2.125 3.293
C -2.188 -3.606 -1.481
C -3.129 -3.136 -0.326
O -4.387 -3.911 -0.191
O -1.794 -5.013 -1.403
H -1.377 -2.880 -1.530
H -2.736 -3.490 -2.416
H -3.466 -2.100 -0.339
H -2.618 -3.280 0.626
H -4.975 -3.794 -0.941
H -2.521 -5.604 -1.613
C -0.151 1.389 -2.589
C -1.262 2.442 -2.492
O -0.826 3.773 -2.751
O 0.853 1.671 -1.612
H 0.329 1.481 -3.564
H -0.574 0.384 -2.565
H -1.608 2.425 -1.459
H -2.092 2.076 -3.096
H -0.558 4.149 -1.909
H 1.088 2.584 -1.794
*
```

Properties
SMILES string: OCCO.OCCO.OCCO.OCCO.OCCO.OCCO.OCCO.OCCO.OCCO
HOMO energy: -9.306 eV
Largest force on an atom: 3.31 eV/A
LUMO level: -0.09 eV

Here is what Löwdin gives for the atomic charges, in e: atom 1 (C): -0.2229, atom 2 (C): -0.1945, atom 3 (O): -0.0663, atom 4 (O): -0.0759, atom 5 (H): 0.0950, atom 6 (H): 0.1246, atom 7 (H): 0.1256, atom 8 (H): 0.0826, atom 9 (H): 0.0913, atom 10 (H): 0.0384, atom 11 (C): -0.2200, atom 12 (C): -0.2404, atom 13 (O): -0.0697, atom 14 (O): -0.0791, atom 15 (H): 0.1263, atom 16 (H): 0.1393, atom 17 (H): 0.1098, atom 18 (H): 0.1066, atom 19 (H): 0.0361, atom 20 (H): 0.0506, atom 21 (C): -0.2592, atom 22 (C): -0.1937, atom 23 (O): -0.0588, atom 24 (O): -0.0576, atom 25 (H): 0.1031, atom 26 (H): 0.1179, atom 27 (H): 0.1243, atom 28 (H): 0.1011, atom 29 (H): 0.0925, atom 30 (H): 0.0926, atom 31 (C): -0.2260, atom 32 (C): -0.1937, atom 33 (O): -0.0810, atom 34 (O): -0.0643, atom 35 (H): 0.1151, atom 36 (H): 0.1129, atom 37 (H): 0.1233, atom 38 (H): 0.1202, atom 39 (H): 0.0644, atom 40 (H): 0.0805, atom 41 (C): -0.2169, atom 42 (C): -0.2323, atom 43 (O): -0.0670, atom 44 (O): -0.0440, atom 45 (H): 0.1278, atom 46 (H): 0.0858, atom 47 (H): 0.1141, atom 48 (H): 0.1246, atom 49 (H): 0.1054, atom 50 (H): 0.0745, atom 51 (C): -0.2559, atom 52 (C): -0.2147, atom 53 (O): -0.0783, atom 54 (O): -0.0735, atom 55 (H): 0.0963, atom 56 (H): 0.1197, atom 57 (H): 0.1082, atom 58 (H): 0.1243, atom 59 (H): 0.0689, atom 60 (H): 0.0309, atom 61 (C): -0.2391, atom 62 (C): -0.2366, atom 63 (O): -0.0735, atom 64 (O): -0.0713, atom 65 (H): 0.1075, atom 66 (H): 0.1095, atom 67 (H): 0.1205, atom 68 (H): 0.1060, atom 69 (H): 0.0784, atom 70 (H): 0.0251, atom 71 (C): -0.1973, atom 72 (C): -0.1904, atom 73 (O): -0.0967, atom 74 (O): -0.0690, atom 75 (H): 0.0956, atom 76 (H): 0.1082, atom 77 (H): 0.0968, atom 78 (H): 0.1131, atom 79 (H): 0.0682, atom 80 (H): 0.0789, atom 81 (C): -0.2067, atom 82 (C): -0.2242, atom 83 (O): -0.0458, atom 84 (O): -0.1084, atom 85 (H): 0.1184, atom 86 (H): 0.1195, atom 87 (H): 0.1159, atom 88 (H): 0.1207, atom 89 (H): 0.0711, atom 90 (H): 0.0364

Record 3
Molecular formula: C18H54O9
Method: DFT, wB97M-V/def2-TZVPD

Structure (ORCA input):
```
! wB97M-V def2-TZVPD RIJCOSX def2/J DEFGRID3
* xyz 0 1
C -4.405 -17.901 -2.929
C -4.166 -17.231 -4.260
O -5.444 -16.962 -4.846
H -3.432 -18.143 -2.495
H -4.991 -18.817 -3.015
H -4.915 -17.234 -2.234
H -3.581 -17.854 -4.940
H -3.659 -16.278 -4.073
H -5.314 -16.481 -5.668
C -3.402 -21.896 -4.436
C -4.113 -20.933 -5.360
O -4.385 -21.586 -6.597
H -3.194 -21.465 -3.459
H -2.466 -22.198 -4.911
H -3.995 -22.807 -4.331
H -3.465 -20.076 -5.585
H -5.025 -20.508 -4.928
H -5.319 -21.463 -6.824
C 1.622 -22.822 -4.360
C 0.481 -23.215 -5.266
O 1.003 -23.305 -6.590
H 2.380 -23.606 -4.323
H 1.313 -22.562 -3.348
H 2.129 -21.952 -4.787
H -0.314 -22.462 -5.226
H 0.074 -24.188 -4.973
H 0.369 -23.779 -7.135
C -4.172 -25.032 -6.440
C -3.580 -26.080 -5.520
O -2.237 -26.331 -5.920
H -4.248 -25.393 -7.464
H -3.549 -24.139 -6.417
H -5.170 -24.779 -6.076
H -4.171 -27.003 -5.582
H -3.627 -25.725 -4.485
H -1.767 -26.757 -5.199
C -0.889 -19.455 -3.520
C 0.266 -19.350 -2.549
O 0.238 -18.107 -1.840
H -0.731 -20.326 -4.167
H -0.883 -18.602 -4.206
H -1.868 -19.546 -3.061
H 1.206 -19.475 -3.095
H 0.222 -20.121 -1.782
H 0.227 -17.402 -2.494
C -5.057 -20.102 -9.980
C -5.826 -21.406 -9.987
O -5.658 -22.064 -11.231
H -5.152 -19.589 -9.020
H -5.428 -19.429 -10.758
H -3.998 -20.273 -10.172
H -6.881 -21.222 -9.762
H -5.455 -22.027 -9.159
H -5.398 -22.974 -11.075
C -2.487 -23.255 -9.627
C -1.743 -22.431 -8.591
O -2.336 -21.169 -8.405
H -2.622 -22.681 -10.545
H -3.498 -23.468 -9.248
H -2.009 -24.215 -9.817
H -0.708 -22.278 -8.901
H -1.722 -23.004 -7.650
H -3.169 -21.311 -7.926
C -7.700 -19.467 -6.650
C -8.036 -20.871 -6.239
O -7.141 -21.761 -6.927
H -6.654 -19.236 -6.439
H -8.305 -18.767 -6.070
H -7.919 -19.314 -7.705
H -9.070 -21.106 -6.514
H -7.949 -21.017 -5.158
H -7.449 -22.666 -6.825
C -2.540 -20.966 -0.128
C -2.839 -20.386 1.221
O -2.330 -21.299 2.200
H -1.468 -21.081 -0.275
H -2.945 -20.283 -0.880
H -3.039 -21.929 -0.242
H -3.919 -20.264 1.354
H -2.352 -19.411 1.330
H -2.387 -20.888 3.068
*
```

Properties
SMILES string: CCO.CCO.CCO.CCO.CCO.CCO.CCO.CCO.CCO
HOMO energy: -9.655 eV
Largest force on an atom: 0.85 eV/A
LUMO level: 0.33 eV

Here is what Löwdin gives for the atomic charges, in e: atom 1 (C): -0.0861, atom 2 (C): -0.3155, atom 3 (O): -0.0894, atom 4 (H): 0.0542, atom 5 (H): 0.0699, atom 6 (H): 0.0796, atom 7 (H): 0.0920, atom 8 (H): 0.1133, atom 9 (H): 0.0814, atom 10 (C): -0.0607, atom 11 (C): -0.2792, atom 12 (O): -0.1144, atom 13 (H): 0.0595, atom 14 (H): 0.0577, atom 15 (H): 0.0731, atom 16 (H): 0.1052, atom 17 (H): 0.1078, atom 18 (H): 0.0416, atom 19 (C): -0.0888, atom 20 (C): -0.3211, atom 21 (O): -0.0792, atom 22 (H): 0.0755, atom 23 (H): 0.0688, atom 24 (H): 0.0779, atom 25 (H): 0.0789, atom 26 (H): 0.1091, atom 27 (H): 0.0626, atom 28 (C): -0.0908, atom 29 (C): -0.3223, atom 30 (O): -0.0820, atom 31 (H): 0.0762, atom 32 (H): 0.0450, atom 33 (H): 0.0752, atom 34 (H): 0.1083, atom 35 (H): 0.1073, atom 36 (H): 0.0787, atom 37 (C): -0.0814, atom 38 (C): -0.3092, atom 39 (O): -0.0811, atom 40 (H): 0.0629, atom 41 (H): 0.0837, atom 42 (H): 0.0371, atom 43 (H): 0.1086, atom 44 (H): 0.0987, atom 45 (H): 0.0748, atom 46 (C): -0.0805, atom 47 (C): -0.3333, atom 48 (O): -0.0697, atom 49 (H): 0.0679, atom 50 (H): 0.0764, atom 51 (H): 0.0638, atom 52 (H): 0.1015, atom 53 (H): 0.0860, atom 54 (H): 0.0735, atom 55 (C): -0.0768, atom 56 (C): -0.3287, atom 57 (O): -0.0857, atom 58 (H): 0.0772, atom 59 (H): 0.0557, atom 60 (H): 0.0757, atom 61 (H): 0.1127, atom 62 (H): 0.0912, atom 63 (H): 0.0313, atom 64 (C): -0.0768, atom 65 (C): -0.2897, atom 66 (O): -0.1017, atom 67 (H): 0.0623, atom 68 (H): 0.0843, atom 69 (H): 0.0801, atom 70 (H): 0.1152, atom 71 (H): 0.1130, atom 72 (H): 0.1002, atom 73 (C): -0.0910, atom 74 (C): -0.3242, atom 75 (O): -0.0852, atom 76 (H): 0.0706, atom 77 (H): 0.0595, atom 78 (H): 0.0806, atom 79 (H): 0.1094, atom 80 (H): 0.1130, atom 81 (H): 0.0789

The records above give, respectively, energy relative to the best compared isomer or geometry (same formula, charge and spin) values of 0.906 2.785 2.633 eV.